C5H11NO | ωB97M-V with the def2-TZVPD basis set

Properties
Charge: 0
HOMO energy: -7.44 eV
Energy above the lowest of the compared OMol25 structures with the same formula, charge and spin: 116.4 kcal per mole
Frontier orbital gap: 7.6 eV

Cartesian coordinates (Å):
C 1.63662 0.61183 -1.39536
C 0.81360 -0.29523 -0.55249
C 1.09072 -0.46483 0.88748
N -0.01400 0.31895 1.43626
C -1.26776 -0.37375 1.27743
C -1.88600 0.02617 -0.12666
O -0.89645 0.83031 -0.75669
H 1.14759 0.86957 -2.33574
H 2.57890 0.08623 -1.61049
H 1.89192 1.52508 -0.84906
H 0.26633 -1.08052 -1.06888
H 2.04665 -0.00978 1.17560
H 1.08528 -1.52497 1.19626
H -1.18197 -1.47351 1.34613
H -1.95338 -0.04772 2.06770
H -2.09734 -0.82484 -0.78372
H -2.80173 0.61567 -0.01142
H -0.45899 1.21132 0.10365

Atomic forces in eV per Å
C -0.1 0.0 0.0
C 0.1 0.0 -0.1
C 0.1 0.0 -0.1
N 0.0 0.0 0.1
C -0.1 0.0 0.0
C -0.2 -0.1 0.0
O 0.0 0.1 0.0
H 0.1 0.0 0.1
H -0.1 0.0 0.0
H 0.0 -0.1 0.0
H 0.0 0.1 0.1
H -0.1 -0.1 -0.1
H -0.1 0.1 0.0
H 0.0 0.2 0.0
H 0.1 0.0 -0.1
H 0.0 0.1 0.1
H 0.1 -0.1 0.0
H 0.0 -0.1 0.0